(1)
{
  "formula": "C76H70BrGeIrN13O3",
  "method": "ωB97M-V/def2-TZVPD",
  "molar_mass_g_mol": 1558.2,
  "energy_ev": -234837.80359,
  "homo_ev": -13.7,
  "max_force_ev_per_a": 2.548,
  "lumo_energy_ev": -8.65,
  "total_charge": 3,
  "orbital_gap_ev": 5.02,
  "species": ["Ir", "C", "C", "C", "C", "C", "C", "C", "N", "C", "C", "C", "C", "C", "C", "C", "N", "C", "C", "C", "C", "H", "H", "H", "H", "H", "H", "H", "H", "H", "H", "H", "H", "H", "H", "H", "H", "H", "H", "H", "H", "H", "H", "H", "H", "C", "N", "C", "N", "C", "N", "C", "C", "C", "C", "C", "C", "C", "N", "N", "C", "O", "C", "C", "C", "C", "C", "C", "N", "C", "N", "C", "N", "C", "H", "H", "H", "H", "H", "H", "H", "H", "H", "H", "H", "H", "H", "H", "H", "H", "Br", "C", "C", "C", "C", "C", "N", "H", "H", "H", "H", "C", "C", "C", "C", "C", "C", "Ge", "C", "C", "C", "C", "C", "C", "C", "C", "C", "C", "C", "C", "H", "H", "H", "H", "H", "H", "H", "H", "H", "H", "H", "H", "H", "H", "H", "O", "C", "N", "C", "C", "O", "N", "C", "C", "C", "C", "C", "C", "C", "C", "C", "C", "C", "C", "H", "H", "H", "H", "H", "H", "H", "H", "H", "H", "H"],
  "coordinates": [[0.0052, 0.4106, 0.1507], [-6.3818, -2.6480, 1.6884], [-5.8895, -2.4894, 0.2391], [-6.8569, -1.5833, -0.5409], [-5.8619, -3.8621, -0.4376], [-4.5231, -1.8376, 0.2818], [-4.3603, -0.5285, 0.7439], [-3.1061, 0.0361, 0.7633], [-2.0092, -0.5868, 0.3288], [-2.1367, -1.8381, -0.1192], [-3.3614, -2.4930, -0.1130], [-0.9218, -2.4825, -0.6246], [-0.9927, -3.5869, -1.4619], [0.1549, -4.2452, -1.8938], [1.3652, -3.6620, -1.5129], [1.3586, -2.5311, -0.7283], [0.2525, -1.9537, -0.2469], [0.1083, -5.5221, -2.7090], [0.9996, -6.5730, -2.0275], [0.6395, -5.2214, -4.1195], [-1.3111, -6.0874, -2.8126], [-7.3723, -3.1005, 1.6890], [-6.4470, -1.6843, 2.1935], [-5.7103, -3.2939, 2.2567], [-7.8237, -2.0771, -0.6217], [-6.4834, -1.3962, -1.5484], [-7.0117, -0.6270, -0.0426], [-6.8737, -4.2617, -0.4719], [-5.2501, -4.5780, 0.1143], [-5.4999, -3.7887, -1.4646], [-5.2047, 0.0495, 1.0899], [-2.9688, 1.0393, 1.1411], [-3.4138, -3.5255, -0.4170], [-1.9583, -3.9280, -1.7954], [2.3143, -4.0742, -1.8249], [2.3038, -2.0748, -0.4627], [2.0466, -6.2715, -2.0151], [0.9275, -7.5147, -2.5695], [0.6724, -6.7449, -1.0006], [1.6683, -4.8605, -4.0889], [0.0267, -4.4656, -4.6100], [0.6125, -6.1300, -4.7199], [-1.7318, -6.2778, -1.8232], [-1.2828, -7.0354, -3.3465], [-1.9727, -5.4210, -3.3677], [-2.6090, 5.0804, -2.0922], [-1.7130, 3.9482, -1.8420], [-1.8699, 2.8854, -1.0563], [-0.7240, 2.2154, -0.9961], [0.1191, 2.9406, -1.7828], [-0.4523, 3.9866, -2.3027], [-1.8707, 6.3597, -1.7622], [-1.6275, 7.3438, -2.7095], [-0.8644, 8.4577, -2.3803], [-0.3233, 8.5953, -1.1136], [-0.5829, 7.6163, -0.1576], [-1.3624, 6.5106, -0.4856], [-0.0465, 7.6750, 1.1873], [0.8533, 8.4466, 1.7180], [1.0416, 8.0339, 2.9934], [0.2476, 7.0283, 3.1978], [-0.4660, 6.7524, 2.0821], [0.0632, 6.1662, 4.3475], [0.7273, 6.3522, 5.5570], [0.5153, 5.4503, 6.5872], [-0.3232, 4.3550, 6.4171], [-1.0068, 4.1878, 5.2198], [-1.9258, 3.0117, 4.9744], [-1.3204, 2.0783, 4.0232], [-1.3005, 2.0932, 2.6925], [-0.5637, 1.0735, 2.2564], [-0.1533, 0.4638, 3.3959], [-0.5899, 1.0488, 4.4748], [-0.8148, 5.0959, 4.1965], [-3.4885, 4.9537, -1.4606], [-2.9179, 5.0776, -3.1369], [-2.7939, 2.6085, -0.5789], [1.1523, 2.7114, -1.9644], [-2.0264, 7.2456, -3.7110], [-0.6779, 9.2156, -3.1280], [0.2941, 9.4439, -0.8539], [-1.5461, 5.7581, 0.2723], [1.3965, 7.1929, 5.6749], [1.0082, 5.5971, 7.5379], [-0.4493, 3.6389, 7.2191], [-2.8814, 3.3482, 4.5727], [-2.0870, 2.4495, 5.8912], [-1.7966, 2.8200, 2.0745], [0.4593, -0.4123, 3.4238], [-1.3452, 4.9850, 3.2600], [0.9182, 3.9044, 1.2716], [2.3189, 2.6366, 1.0833], [3.5500, 3.0389, 1.5034], [4.6132, 2.0966, 1.4366], [4.4029, 0.8879, 0.8837], [3.0991, 0.5677, 0.2579], [2.0132, 1.4267, 0.5833], [3.6942, 4.0295, 1.9031], [5.5790, 2.3598, 1.8464], [5.1819, 0.1428, 0.8113], [2.7949, -0.4696, 0.4592], [4.1173, -6.1094, 0.5350], [4.7182, -4.8605, 0.6523], [4.0453, -3.8336, 1.2904], [2.7604, -4.0541, 1.7925], [2.1556, -5.3070, 1.6728], [2.8485, -6.3347, 1.0561], [1.9005, -2.6411, 2.7971], [0.0900, -2.9315, 3.4574], [-0.2042, -2.5514, 4.7678], [-1.4632, -2.8081, 5.2835], [-2.4298, -3.4172, 4.4931], [-2.1302, -3.8023, 3.1923], [-0.8704, -3.5649, 2.6695], [3.1075, -1.4711, 3.7999], [3.9358, -2.1889, 4.6686], [4.7667, -1.5087, 5.5428], [4.7763, -0.1204, 5.5562], [3.9637, 0.5905, 4.6830], [3.1339, -0.0789, 3.7987], [4.6466, -6.9155, 0.0451], [5.7105, -4.6949, 0.2557], [4.5197, -2.8659, 1.4171], [1.1706, -5.4853, 2.0871], [2.4028, -7.3175, 0.9871], [0.5462, -2.0696, 5.3855], [-1.6895, -2.5316, 6.3037], [-3.4155, -3.5991, 4.8992], [-2.8775, -4.2971, 2.5863], [-0.6329, -3.8676, 1.6573], [3.9293, -3.2740, 4.6556], [5.4074, -2.0680, 6.2101], [5.4209, 0.4035, 6.2482], [3.9679, 1.6721, 4.6917], [2.5255, 0.4857, 3.1031], [3.3951, 0.5877, -1.2272], [2.4330, 0.3634, -2.0507], [2.6548, 0.3035, -3.3541], [1.3830, 0.2121, -4.0782], [0.4250, 0.0267, -2.8954], [-0.7642, -0.1703, -2.8995], [1.1618, 0.1737, -1.7253], [1.3709, -0.8933, -5.1283], [0.2122, -1.6092, -5.4075], [0.2055, -2.5477, -6.4296], [1.3459, -2.7681, -7.1860], [2.5008, -2.0502, -6.9141], [2.5104, -1.1099, -5.8975], [1.0540, 1.5420, -4.7846], [-0.2647, 1.8496, -5.1017], [-0.5601, 3.0178, -5.7853], [0.4518, 3.8887, -6.1589], [1.7646, 3.5898, -5.8341], [2.0683, 2.4188, -5.1563], [3.5407, 0.5065, -3.7845], [-0.6876, -1.4301, -4.8361], [-0.7013, -3.0953, -6.6494], [1.3290, -3.4813, -7.9982], [3.3906, -2.2078, -7.5078], [3.4127, -0.5366, -5.7231], [-1.0585, 1.1713, -4.8210], [-1.5871, 3.2422, -6.0396], [0.2251, 4.7820, -6.7234], [2.5660, 4.2599, -6.1124], [3.1072, 2.2026, -4.9465]]
}

=====

(2)
{
  "formula": "C2H12O3S2",
  "method": "ωB97M-V/def2-TZVPD",
  "molar_mass_g_mol": 148.2,
  "energy_ev": -30081.74922,
  "smiles": "CSSC.O.O.O",
  "homo_ev": -8.8,
  "max_force_ev_per_a": 0.817,
  "lumo_energy_ev": 0.47,
  "total_charge": 0,
  "orbital_gap_ev": 9.27,
  "species": ["C", "S", "S", "C", "H", "H", "H", "H", "H", "H", "O", "H", "H", "O", "H", "H", "O", "H", "H"],
  "coordinates": [[1.4516, 0.7121, -1.5136], [1.9111, -1.0238, -1.3052], [0.3336, -1.9844, -0.4966], [0.3378, -1.6905, 1.2764], [0.3714, 0.7880, -1.5395], [1.8430, 1.2877, -0.6925], [1.8356, 1.0119, -2.4873], [-0.3978, -2.3809, 1.6807], [1.2878, -1.9692, 1.7300], [0.1458, -0.6460, 1.5206], [1.9205, 1.0702, 1.7962], [2.4738, 0.3543, 2.1304], [2.3316, 1.8475, 2.2127], [-2.4156, 2.2843, -0.3072], [-2.5067, 2.0743, 0.6274], [-2.8755, 1.5723, -0.7683], [-2.7735, -0.7396, -1.2399], [-3.2039, -1.3500, -1.8534], [-2.0706, -1.2182, -0.7708]]
}